No. 1
14
Properties=species:S:1:pos:R:3:forces:R:3 method="wB97M-V/def2-TZVPD" e_tot_ev=-9844.6819 smiles="O=C[C@]1(CO)CN1" charge=0 homo_energy_ev=-10.0 fmax_ev_per_a=0.5 e_above_lowest_kcal_mol=59.9
O -1.0429 2.0693 0.1685 0.1 -0.4 -0.2
H -1.8189 0.7709 -1.1513 0.2 -0.1 0.1
O 1.9405 1.1988 -0.1210 0.0 0.2 0.1
H -0.0857 -2.3425 0.1042 0.0 0.1 0.0
H 1.8673 -0.7982 -0.3767 0.0 -0.2 0.0
H -1.7412 -1.5729 0.2356 0.1 0.0 0.0
H -0.8708 -0.1549 1.9040 0.1 -0.1 0.0
N -0.1236 -0.6169 1.3904 -0.1 0.3 0.1
C 1.2577 0.0715 -0.6092 0.1 -0.3 -0.2
C -1.0662 0.9809 -0.3589 -0.2 0.3 0.3
C -0.6619 -1.4478 0.3147 -0.2 -0.3 -0.1
H 1.2888 1.8383 0.1855 0.0 0.2 0.0
H 1.1559 0.1214 -1.7028 0.0 0.0 0.0
C -0.0991 -0.1178 0.0169 -0.2 0.1 -0.2



No. 2
14
Properties=species:S:1:pos:R:3:forces:R:3 method="wB97M-V/def2-TZVPD" e_tot_ev=-9846.2018 smiles="C[C@@H](C=O)C(N)=O" charge=0 homo_energy_ev=-9.9 fmax_ev_per_a=2.0 e_above_lowest_kcal_mol=24.9
C -1.1710 1.4522 0.1987 -0.7 0.2 -0.1
H -0.8184 2.1850 0.9373 0.1 -0.2 0.1
O 1.5498 1.6388 -0.1260 -0.3 -0.4 -0.1
H -0.5519 -1.9350 -0.2458 0.0 0.2 0.2
C -0.3952 0.2233 -0.2277 -0.3 0.0 -0.1
H 1.6543 -1.4975 -0.4749 -0.1 0.1 0.0
N 1.9687 -0.5751 -0.2237 -0.1 0.1 -0.2
O -2.2043 1.6346 -0.4108 0.0 0.6 0.8
H -1.9097 -1.1139 0.5097 0.1 -0.1 0.0
C -0.8197 -1.1035 0.4217 -0.1 -0.1 0.1
H -0.3782 -1.3031 1.4044 0.0 0.2 -0.2
C 1.1203 0.5006 -0.2178 -0.1 0.1 -0.2
H -0.9932 0.2627 -1.1682 1.8 -0.9 -0.5
H 2.9485 -0.3691 -0.3770 -0.3 0.0 0.1



No. 3
14
Properties=species:S:1:pos:R:3:forces:R:3 method="wB97M-V/def2-TZVPD" e_tot_ev=-9841.8776 charge=0 homo_energy_ev=-8.7 fmax_ev_per_a=8.4 e_above_lowest_kcal_mol=124.6
C 1.2977 -0.5112 -0.8163 1.6 -0.7 1.6
H 2.3486 -0.5440 -1.2333 -1.3 0.8 0.2
H -1.3201 -0.9825 -0.9989 -0.3 -0.8 -1.2
H 1.4703 -0.8253 0.3270 -0.4 -0.1 -2.9
O 1.2903 1.9325 -0.7221 -1.5 -2.4 0.5
H -1.4072 1.7775 -0.1155 2.4 -2.1 0.4
N -0.8148 0.8522 0.0629 1.2 3.2 -4.6
H -2.6741 -0.2505 0.1442 0.0 -0.2 -0.5
C -0.6254 -0.6798 1.1382 -5.1 -6.7 0.3
H -0.7277 -0.1594 2.1102 0.1 0.4 -0.9
C -1.6553 -0.4136 -0.1888 3.6 2.8 5.7
H 0.6862 -1.2173 -1.4442 0.4 0.7 1.3
C 0.7242 0.8605 -0.5866 -1.7 2.6 -0.3
O -0.1802 -1.8449 1.1585 1.2 2.5 0.3



No. 4
14
Properties=species:S:1:pos:R:3:forces:R:3 method="wB97M-V/def2-TZVPD" e_tot_ev=-9844.8364 smiles="C=NC=O.C=CO" charge=0 homo_energy_ev=-8.9 fmax_ev_per_a=0.5 e_above_lowest_kcal_mol=56.3
H -3.2223 0.0901 -0.2574 0.1 0.0 0.0
H 2.0522 -1.8433 0.7083 0.0 0.2 0.0
N -1.4351 0.7653 -1.0979 0.3 -0.2 -0.1
H 0.4277 -1.2542 1.4083 0.1 0.0 -0.1
C 1.7170 0.2292 0.6297 0.2 -0.3 -0.1
H -0.3045 -0.9486 -1.4240 -0.1 0.1 0.0
C 1.3719 -1.0270 0.9208 0.0 0.1 0.0
C -0.5335 0.0910 -1.6746 -0.2 0.1 0.1
H 0.0966 1.0619 1.1605 0.1 0.1 0.0
C -2.1608 0.2804 -0.0262 0.0 0.0 0.4
H 2.6683 0.4766 0.1620 -0.1 -0.1 0.1
H 0.0628 0.5674 -2.4526 -0.1 -0.1 0.1
O -1.7175 0.1733 1.1005 -0.2 0.1 -0.5
O 0.9772 1.3380 0.8427 -0.2 -0.1 0.1



No. 5
14
Properties=species:S:1:pos:R:3:forces:R:3 method="wB97M-V/def2-TZVPD" e_tot_ev=-9845.4962 smiles="[H]/N=C1/CO[C@H](C)O1" charge=0 homo_energy_ev=-10.2 fmax_ev_per_a=2.5 e_above_lowest_kcal_mol=41.1
H 0.4699 0.2419 -1.7818 0.0 0.2 0.1
H 0.9095 -2.3222 -0.0055 -0.3 0.4 0.0
C -0.6172 1.2451 -0.2006 -0.1 0.0 -0.1
C 0.5492 -0.3251 0.8848 -0.8 -2.1 -0.9
C 0.0482 -1.7411 0.3666 -0.1 0.7 -0.5
H 0.9169 -0.7650 1.7811 1.1 1.7 1.5
H -2.3370 1.9537 0.0676 0.0 0.0 0.0
C 0.6621 0.9347 -0.9505 0.0 0.0 0.0
N -1.5901 1.9230 -0.6259 0.4 -0.2 0.4
O -0.5100 0.6266 1.0221 -0.2 -0.4 0.0
O 1.4734 0.3198 0.0498 0.0 -0.5 0.1
H 1.1407 1.8363 -1.3420 0.0 -0.2 0.2
H -0.6796 -1.5574 -0.4117 -0.2 -0.4 -0.5
H -0.4360 -2.3703 1.1459 0.3 0.8 -0.2



No. 6
14
Properties=species:S:1:pos:R:3:forces:R:3 method="wB97M-V/def2-TZVPD" e_tot_ev=-9842.0672 charge=0 homo_energy_ev="-8.4 / -8.4" fmax_ev_per_a=0.5 e_above_lowest_kcal_mol=120.2
H -1.1525 -1.8382 0.6714 0.1 0.1 0.1
H 1.7307 0.5873 -1.3573 -0.1 -0.1 0.1
N -1.9089 1.6736 -0.1010 0.2 -0.1 -0.1
H -2.3220 1.8527 -1.0029 0.2 0.1 0.1
C -1.3224 0.4810 0.0446 0.2 0.4 0.1
C 1.6899 0.0313 -0.4149 -0.1 0.1 0.0
O 0.8175 -1.8363 1.2997 -0.2 0.3 0.2
H 0.4634 -1.5777 -1.2690 0.0 -0.1 0.1
O -0.8356 0.1872 1.2095 0.0 0.0 -0.5
H 1.7017 0.7230 0.4301 -0.2 -0.2 -0.1
H 2.6001 -0.5782 -0.3710 -0.1 0.1 0.0
C 0.5212 -0.9037 -0.4173 0.3 -0.1 -0.1
C -0.2102 -1.2803 0.7749 0.0 -0.2 -0.2
H -1.7728 2.4785 0.5031 -0.2 -0.3 0.3